# 1
Entry from the Open Molecules 2025 dataset: a 2-piece molecular cluster, C7H11F3N2 overall at a distorted geometry (ωB97M-V with the def2-TZVPD basis set).

## Properties
E_HOMO (eV): -8.213
2S+1: 1

Geometry (Å):
C (1.052, -0.642, -0.686)
C (-2.603, -1.751, 0.213)
C (2.245, -0.669, -0.196)
C (-3.174, -0.577, 0.121)
C (-0.028, 1.422, -0.133)
C (3.181, -1.821, 0.068)
C (-0.805, 2.607, -0.649)
N (0.193, 0.432, -0.905)
N (0.369, 1.510, 1.147)
F (2.951, 0.466, 0.301)
F (-3.646, -0.191, -1.097)
F (-3.597, 0.198, 1.127)
H (0.745, -1.687, -0.983)
H (-2.347, -2.247, -0.682)
H (-2.167, -2.300, 1.110)
H (3.936, -1.809, -0.666)
H (2.529, -2.705, -0.025)
H (3.502, -1.722, 1.154)
H (-0.870, 2.534, -1.816)
H (-0.357, 3.611, -0.283)
H (-1.805, 2.525, -0.307)
H (-0.066, 2.231, 1.722)
H (0.761, 0.584, 1.466)


# 2
Entry from the Open Molecules 2025 dataset: one molecule with the formula C7H11FN2 at a distorted geometry (ωB97M-V with the def2-TZVPD basis set).

## Properties
E_HOMO (eV): -8.706
2S+1: 1
Relative energy (zero: lowest compared OMol25 entry of this formula, charge and spin) (kJ/mol): 88.4

Geometry (Å):
C (-1.755, -0.637, -1.018)
C (-0.623, -0.098, -1.423)
C (-1.813, 0.721, 0.886)
C (-2.186, -0.623, 0.327)
C (0.102, 0.754, -0.501)
C (1.550, -1.146, -0.223)
C (2.050, 1.025, 0.868)
N (-0.856, 1.383, 0.522)
N (1.083, 0.159, 0.256)
F (0.644, 1.974, -1.149)
H (-2.460, -1.091, -1.676)
H (-0.236, -0.206, -2.385)
H (-2.365, 1.151, 1.791)
H (-3.256, -0.929, 0.515)
H (-1.509, -1.392, 0.808)
H (1.907, -1.255, -1.329)
H (2.341, -1.555, 0.529)
H (0.788, -1.913, -0.093)
H (2.894, 1.401, 0.376)
H (1.315, 1.852, 1.125)
H (2.384, 0.427, 1.794)


# 3
Entry from the Open Molecules 2025 dataset: C7H11FO2Ti as an isolated structure (ωB97M-V with the def2-TZVPD basis set).

## Properties
E_HOMO (spin up / spin down) (eV): -12.871 / -11.715
Net charge: +1
2S+1: 2
Relative energy (zero: lowest compared OMol25 entry of this formula, charge and spin) (kJ/mol): 0.0

Geometry (Å):
C (3.130, 0.155, -0.449)
C (2.017, -0.207, 0.547)
C (0.634, -0.114, -0.030)
F (0.422, -1.154, -0.903)
C (-0.565, -0.133, 0.936)
C (-1.716, 0.388, 0.044)
C (-2.578, -0.688, -0.638)
C (-0.927, 1.232, -0.968)
O (-1.382, 1.902, -1.823)
O (0.418, 1.077, -0.739)
H (3.819, 0.871, -0.007)
H (2.729, 0.607, -1.355)
H (3.699, -0.726, -0.731)
H (2.119, -1.244, 0.875)
H (2.064, 0.416, 1.443)
H (-0.684, -1.136, 1.418)
H (-0.308, 0.685, 1.664)
H (-2.413, 1.042, 0.601)
H (-3.419, -0.974, 0.002)
H (-2.994, -0.289, -1.563)
H (-2.007, -1.582, -0.874)
Ti (-2.059, -0.128, 2.550)


Copy entry 3 word for word.
Entry from the Open Molecules 2025 dataset: C7H11FO2Ti as an isolated structure (ωB97M-V with the def2-TZVPD basis set).

## Properties
E_HOMO (spin up / spin down) (eV): -12.871 / -11.715
Net charge: +1
2S+1: 2
Relative energy (zero: lowest compared OMol25 entry of this formula, charge and spin) (kJ/mol): 0.0

Geometry (Å):
C (3.130, 0.155, -0.449)
C (2.017, -0.207, 0.547)
C (0.634, -0.114, -0.030)
F (0.422, -1.154, -0.903)
C (-0.565, -0.133, 0.936)
C (-1.716, 0.388, 0.044)
C (-2.578, -0.688, -0.638)
C (-0.927, 1.232, -0.968)
O (-1.382, 1.902, -1.823)
O (0.418, 1.077, -0.739)
H (3.819, 0.871, -0.007)
H (2.729, 0.607, -1.355)
H (3.699, -0.726, -0.731)
H (2.119, -1.244, 0.875)
H (2.064, 0.416, 1.443)
H (-0.684, -1.136, 1.418)
H (-0.308, 0.685, 1.664)
H (-2.413, 1.042, 0.601)
H (-3.419, -0.974, 0.002)
H (-2.994, -0.289, -1.563)
H (-2.007, -1.582, -0.874)
Ti (-2.059, -0.128, 2.550)


Q: What is the formula in the first record?
A: C7H11F3N2


Copy entry 1 word for word.
Entry from the Open Molecules 2025 dataset: a 2-piece molecular cluster, C7H11F3N2 overall at a distorted geometry (ωB97M-V with the def2-TZVPD basis set).

## Properties
E_HOMO (eV): -8.213
2S+1: 1

Geometry (Å):
C (1.052, -0.642, -0.686)
C (-2.603, -1.751, 0.213)
C (2.245, -0.669, -0.196)
C (-3.174, -0.577, 0.121)
C (-0.028, 1.422, -0.133)
C (3.181, -1.821, 0.068)
C (-0.805, 2.607, -0.649)
N (0.193, 0.432, -0.905)
N (0.369, 1.510, 1.147)
F (2.951, 0.466, 0.301)
F (-3.646, -0.191, -1.097)
F (-3.597, 0.198, 1.127)
H (0.745, -1.687, -0.983)
H (-2.347, -2.247, -0.682)
H (-2.167, -2.300, 1.110)
H (3.936, -1.809, -0.666)
H (2.529, -2.705, -0.025)
H (3.502, -1.722, 1.154)
H (-0.870, 2.534, -1.816)
H (-0.357, 3.611, -0.283)
H (-1.805, 2.525, -0.307)
H (-0.066, 2.231, 1.722)
H (0.761, 0.584, 1.466)